Entry 1:
3 unconnected molecules or ions with the total composition C41H40NO8 in a non-equilibrium geometry, computed with ωB97M-V/def2-TZVPD.

Cartesian coordinates (Å):
C (-1.0784, 8.5735, -2.6728)
C (-0.7557, 7.1561, -1.8466)
C (-2.2017, 6.6003, -1.3171)
C (0.3164, 7.5560, -0.6752)
C (0.6896, 6.1942, 0.1457)
O (2.0940, 6.3772, 0.6421)
C (-0.2742, 6.1957, 1.5077)
C (0.2740, 5.2176, 2.7026)
C (-0.1145, 3.6331, 2.5415)
C (-1.6805, 3.3344, 2.1596)
O (-2.7320, 3.8709, 2.8389)
O (-2.0188, 2.4837, 1.0044)
C (0.6066, 4.7983, -0.6855)
C (0.2877, 4.8975, -2.2760)
C (-0.8614, 3.7402, -2.6252)
C (1.6571, 4.3845, -3.0878)
N (-0.0319, 6.2616, -2.8234)
O (-0.8356, 6.1681, -3.9102)
H (-0.0498, 8.8549, -3.2039)
H (-1.2395, 9.4137, -1.8459)
H (-1.9756, 8.4695, -3.4168)
H (-2.1663, 5.5322, -0.8208)
H (-2.9284, 6.5564, -2.2510)
H (-2.6576, 7.4293, -0.5909)
H (1.3181, 7.9574, -1.1842)
H (-0.1645, 8.3824, -0.0006)
H (2.4570, 5.5099, 0.9885)
H (-0.2117, 7.3108, 1.9220)
H (-1.3985, 5.9665, 1.2788)
H (1.4242, 5.2828, 2.9146)
H (-0.2592, 5.5878, 3.7044)
H (0.5840, 3.0473, 1.7719)
H (0.0932, 3.1158, 3.5959)
H (-1.1484, 2.1149, 0.6224)
H (1.6472, 4.2242, -0.5748)
H (-0.1947, 4.0470, -0.2175)
H (-1.9521, 4.1635, -2.6525)
H (-0.6004, 3.3803, -3.7332)
H (-0.7610, 2.7892, -1.9492)
H (2.5291, 5.1640, -3.0499)
H (1.3182, 4.3332, -4.2314)
H (1.9714, 3.2914, -2.8022)
C (0.2405, -3.3212, -0.4259)
C (0.9753, -4.4200, -0.8703)
C (2.3329, -4.2801, -1.1628)
C (2.9556, -3.0339, -1.0219)
C (2.2152, -1.9299, -0.6011)
C (0.8568, -2.0763, -0.2912)
C (2.8498, -0.6001, -0.4966)
O (2.2010, 0.3695, -0.1236)
C (4.2744, -0.4542, -0.8562)
C (4.8739, 0.8115, -0.8172)
C (6.2242, 0.9563, -1.1429)
C (6.9800, -0.1605, -1.4984)
C (6.3841, -1.4217, -1.5434)
C (5.0259, -1.5669, -1.2311)
C (4.3961, -2.8994, -1.3164)
O (5.0586, -3.8807, -1.6332)
H (-0.8155, -3.4322, -0.1891)
H (0.4919, -5.3874, -0.9874)
H (2.9015, -5.1436, -1.5043)
H (0.2756, -1.2218, 0.0510)
H (4.2916, 1.6881, -0.5377)
H (6.6863, 1.9408, -1.1171)
H (8.0337, -0.0491, -1.7451)
H (6.9793, -2.2882, -1.8266)
C (-5.5476, -4.9931, 2.6216)
C (-6.2103, -6.0487, 3.2474)
C (-5.6351, -7.3203, 3.2679)
C (-4.3982, -7.5402, 2.6498)
C (-3.7473, -6.4904, 2.0028)
C (-4.3179, -5.2109, 1.9987)
C (-2.4662, -6.7220, 1.3049)
O (-1.8921, -5.7995, 0.7394)
C (-1.8918, -8.0821, 1.2909)
C (-0.7074, -8.3280, 0.5841)
C (-0.1502, -9.6086, 0.5767)
C (-0.7672, -10.6422, 1.2808)
C (-1.9502, -10.4014, 1.9811)
C (-2.5186, -9.1207, 1.9778)
C (-3.7889, -8.8844, 2.6919)
O (-4.3343, -9.7934, 3.3071)
H (-5.9915, -4.0001, 2.6136)
H (-7.1748, -5.8818, 3.7219)
H (-6.1557, -8.1384, 3.7629)
H (-3.8091, -4.3834, 1.5074)
H (-0.2176, -7.5258, 0.0344)
H (0.7667, -9.7985, 0.0229)
H (-0.3296, -11.6381, 1.2812)
H (-2.4289, -11.2144, 2.5245)

Atomic forces in eV per Å
1.296 -0.126 0.962
-0.082 2.852 0.418
-0.219 0.330 -0.416
0.102 -1.096 -0.865
-0.157 0.350 1.668
-0.992 -1.176 -0.373
0.841 0.403 0.286
-1.193 0.004 0.738
0.213 -1.112 0.159
-5.313 2.198 2.211
7.126 -3.559 -4.522
2.953 1.480 2.357
-0.016 -0.446 0.292
1.742 -3.017 -0.219
0.499 0.160 -1.637
-1.089 0.284 -1.454
-4.183 -1.102 -0.216
2.329 -0.041 1.407
-2.441 -0.563 0.817
0.004 -1.781 -1.863
1.922 0.278 1.520
-0.069 2.304 -0.835
1.585 -0.033 1.898
1.100 -1.991 -1.391
-2.279 -0.808 1.079
1.085 -1.709 -1.133
-0.953 1.435 -0.696
-0.144 -2.449 -0.842
2.171 0.335 0.382
-2.217 -0.022 -0.650
1.134 -0.870 -2.213
-1.512 1.406 1.519
-0.680 1.051 -2.292
-1.765 0.839 0.918
-2.199 1.373 -0.218
1.616 2.009 -0.917
2.170 -0.859 0.288
-0.830 0.753 2.418
-0.167 2.019 -1.064
-1.606 -1.580 0.313
0.836 0.152 2.394
-0.550 2.240 -0.237
0.136 0.302 0.010
0.379 0.139 -0.049
-0.331 -0.040 0.067
-0.479 -0.327 0.019
-0.487 -0.289 0.068
-0.086 -0.324 -0.069
-0.723 0.900 0.381
0.254 -0.325 -0.152
0.517 0.417 -0.091
0.346 0.029 -0.083
-0.368 -0.139 0.082
-0.258 -0.269 0.019
0.113 0.292 0.008
0.560 0.383 -0.068
0.759 -1.280 -0.402
-0.399 0.646 0.198
0.222 -0.038 -0.025
0.053 0.219 0.057
0.017 0.324 0.089
0.276 -0.127 -0.111
0.011 -0.328 -0.036
-0.108 -0.182 0.003
-0.204 -0.039 0.044
-0.309 0.113 0.082
0.297 -0.146 -0.133
0.256 -0.286 -0.054
-0.152 0.286 0.011
-0.475 0.398 0.124
-0.436 0.406 0.155
-0.280 0.025 0.135
0.573 1.004 -0.581
-0.239 -0.425 0.227
0.472 -0.405 -0.225
0.130 -0.336 0.008
-0.224 0.332 0.065
-0.301 0.179 0.143
0.257 -0.044 -0.172
0.488 -0.423 -0.178
-0.722 -1.144 0.786
0.366 0.588 -0.411
0.103 -0.184 -0.009
0.190 -0.047 -0.079
0.281 0.099 -0.156
-0.012 -0.317 0.069
-0.242 -0.105 0.222
-0.174 0.059 0.106
-0.099 0.189 0.010
-0.020 0.324 -0.094

Output
- E_HOMO (spin up / spin down) (eV) = -9.213 / -9.750
- expectation value of S² = 0.7543
- net charge = 0
- LUMO (spin up / spin down) (eV) = -1.26 / -1.26
- Kohn-Sham gap (spin up / spin down) (eV) = 7.953 / 8.491
- 2S+1 = 2

***

Entry 2:
A molecular structure, C41H41BeN5O3S2, computed with ωB97M-V/def2-TZVPD.

Cartesian coordinates (Å):
Be (-0.8706, -0.1037, 0.2120)
C (5.7894, 1.9839, -3.3800)
C (6.0508, 1.0855, -2.2040)
C (7.3375, 0.8580, -1.7395)
C (7.5869, 0.0351, -0.6484)
C (6.5202, -0.5617, 0.0024)
C (5.2217, -0.3423, -0.4359)
C (4.9816, 0.4661, -1.5419)
N (3.6790, 0.6769, -2.0397)
C (2.5682, 0.2477, -1.2609)
N (2.3451, -1.0806, -1.3653)
C (1.4973, -1.8573, -0.5007)
C (0.0357, -1.4037, -0.5276)
C (-1.1107, -3.6120, 0.5156)
C (-0.3959, -4.7239, -0.1639)
C (1.1308, -4.6197, -0.1709)
C (2.0245, -3.3360, -0.3176)
C (3.3522, -3.6739, -0.9652)
N (1.8401, 1.0216, -0.5482)
C (2.1708, 2.3899, -0.4650)
C (2.9762, 2.8692, 0.5653)
C (3.1988, 4.2304, 0.7151)
C (2.6150, 5.1289, -0.1665)
C (1.8307, 4.6502, -1.2075)
C (1.6051, 3.2889, -1.3835)
C (0.7876, 2.7710, -2.5381)
H (6.7250, 2.3309, -3.8151)
H (5.2156, 2.8706, -3.0894)
H (5.2194, 1.4666, -4.1550)
H (8.1648, 1.3365, -2.2511)
H (8.6008, -0.1305, -0.3103)
H (6.6897, -1.1987, 0.8611)
H (4.3905, -0.7961, 0.0923)
H (3.5468, 1.6189, -2.3834)
H (2.9921, -1.5708, -1.9597)
H (-2.1743, -3.8102, 0.5390)
H (-0.9364, -5.4249, -0.7853)
H (1.5928, -5.5045, -0.6055)
H (3.6975, -4.6384, -0.5878)
H (4.1351, -2.9449, -0.7415)
H (3.2579, -3.7700, -2.0521)
H (3.4115, 2.1579, 1.2567)
H (3.8242, 4.5871, 1.5236)
H (2.7776, 6.1928, -0.0525)
H (1.3866, 5.3477, -1.9098)
H (0.2715, 3.5864, -3.0457)
H (0.0608, 2.0302, -2.2090)
H (1.4171, 2.2644, -3.2754)
C (-8.4233, -0.3452, -0.9437)
C (-7.0832, -0.5671, -0.2936)
C (-6.2326, 0.5070, -0.0383)
C (-5.0087, 0.3152, 0.5790)
C (-4.6195, -0.9670, 0.9436)
C (-5.4511, -2.0473, 0.7058)
C (-6.6778, -1.8400, 0.0909)
S (-3.0202, -1.2281, 1.6628)
O (-3.0560, -2.4877, 2.3676)
O (-2.7538, -0.0338, 2.4463)
N (-2.1013, -1.2845, 0.3376)
C (-0.8938, -2.1451, 0.3560)
C (-0.3972, -4.5765, 1.3846)
C (1.1320, -4.4533, 1.3654)
C (1.9748, -3.1439, 1.2286)
C (1.4889, -1.6868, 1.0339)
N (0.0663, -1.2833, 1.1190)
H (-8.3626, 0.4213, -1.7167)
H (-9.1624, -0.0147, -0.2107)
H (-8.7964, -1.2614, -1.3998)
H (-6.5415, 1.5072, -0.3219)
H (-4.3550, 1.1497, 0.8002)
H (-5.1368, -3.0360, 1.0127)
H (-7.3336, -2.6834, -0.0920)
H (-0.9396, -5.1353, 2.1340)
H (1.6212, -5.2090, 1.9752)
H (2.9105, -3.1844, 1.7885)
H (2.1087, -0.9305, 1.5091)
C (-1.4477, 2.7091, 2.5540)
S (-0.5461, 2.6994, 0.9997)
O (-1.0166, 1.4539, 0.2789)
C (-1.3972, 3.9937, 0.1290)
C (-2.3960, 3.6802, -0.7766)
C (-3.0283, 4.7180, -1.4481)
C (-2.6559, 6.0340, -1.2122)
C (-1.6390, 6.3262, -0.3111)
C (-0.9939, 5.3008, 0.3611)
H (-2.2777, 2.0059, 2.4427)
H (-1.7912, 3.7217, 2.7534)
H (-0.7699, 2.3670, 3.3321)
H (-2.6566, 2.6458, -0.9588)
H (-3.8114, 4.4939, -2.1600)
H (-3.1513, 6.8372, -1.7414)
H (-1.3370, 7.3515, -0.1449)
H (-0.1785, 5.5128, 1.0436)

Atomic forces in eV per Å
0.418 0.198 -0.153
0.007 -0.012 0.015
-0.011 0.010 0.003
0.019 -0.008 0.020
-0.034 0.003 -0.010
0.010 0.013 -0.019
0.014 -0.031 0.101
0.084 -0.059 -0.020
-0.236 0.067 0.021
-0.048 0.134 -0.029
0.233 -0.040 -0.097
0.075 0.002 0.197
-0.503 -0.314 -0.164
-0.084 0.101 0.051
0.075 0.022 -0.082
-0.046 0.050 0.033
-0.056 -0.048 -0.018
0.013 0.030 0.010
0.308 0.102 0.063
0.034 -0.148 -0.212
0.020 0.015 0.030
-0.024 -0.096 0.029
-0.038 -0.017 -0.055
0.098 0.016 -0.058
0.032 -0.019 -0.060
0.043 0.053 0.036
-0.005 -0.003 -0.003
-0.001 -0.002 0.006
-0.001 -0.002 -0.006
-0.002 0.001 0.003
0.002 0.000 -0.002
0.003 0.006 0.007
0.082 0.050 -0.020
0.004 0.012 0.052
-0.074 0.025 -0.015
-0.012 0.002 0.031
-0.028 -0.001 0.030
0.024 -0.011 0.016
0.007 0.001 0.002
-0.042 -0.013 -0.028
0.013 -0.003 -0.002
-0.002 -0.005 0.005
0.010 -0.003 0.000
0.003 0.014 -0.004
-0.015 -0.006 0.015
-0.003 -0.012 0.015
-0.085 -0.039 0.070
0.012 0.014 -0.027
0.032 0.000 0.015
-0.022 0.019 -0.013
-0.023 0.016 0.004
0.004 -0.083 0.071
-0.022 0.067 -0.086
-0.012 0.040 0.008
-0.004 -0.030 0.015
0.066 -0.051 -0.095
0.007 0.005 -0.015
-0.010 -0.047 -0.019
0.324 -0.111 0.204
0.105 0.065 -0.206
0.083 0.060 0.076
-0.022 0.071 -0.064
-0.015 -0.062 0.070
0.032 0.061 -0.370
-0.403 -0.138 0.690
-0.004 0.000 -0.002
0.006 0.000 0.006
0.000 -0.002 -0.001
0.013 -0.001 -0.002
-0.006 0.001 -0.044
-0.001 -0.005 -0.012
0.009 -0.005 -0.005
-0.015 -0.022 -0.030
0.004 -0.019 -0.021
0.015 -0.010 0.001
0.012 0.013 0.007
-0.180 -0.012 -0.094
0.195 -0.003 0.276
-0.380 0.098 -0.257
-0.073 -0.066 0.000
0.010 0.059 0.008
-0.007 0.008 -0.010
0.014 -0.020 -0.010
0.005 -0.016 0.004
-0.075 0.018 0.033
0.062 0.088 0.060
0.047 0.027 0.034
-0.022 -0.062 -0.002
-0.006 0.005 0.020
-0.003 0.004 -0.004
-0.006 0.001 -0.003
-0.006 0.009 0.008
-0.015 -0.017 -0.024

Output
- E_HOMO (eV) = -7.651
- ΔE to the lowest compared entry with this formula, charge and spin (kcal per mole) = 1.3
- net charge = 0
- LUMO (eV) = 0.40
- Kohn-Sham gap (eV) = 8.052